Record 1
This record from the Open Molecules 2025 dataset describes a structure of composition C4H3Br3. The level of theory is wB97M-V/def2-TZVPD.

CARTESIAN COORDINATES (ANGSTROEM)
1 C -1.15287 0.10615 -0.39368
2 C -0.07154 0.31116 -0.86429
3 C -2.54548 -0.08109 -0.01241
4 C 2.86662 0.03871 0.15519
5 Br 2.87210 1.42852 1.41039
6 Br 3.91478 0.28949 -1.38257
7 Br 2.78139 -1.70755 0.83154
8 H -2.66614 -1.08451 0.39322
9 H -3.19008 0.04198 -0.88129
10 H -2.80877 0.65712 0.74389

The orbital gap (spin up / spin down) is 5.38 / 5.38 eV. Its charge is 0.

---

Record 2
This record from the Open Molecules 2025 dataset describes a structure of composition C34H63BCoN8OP3. The level of theory is wB97M-V/def2-TZVPD.

CARTESIAN COORDINATES (ANGSTROEM)
1 Co -0.36043 0.25535 -0.49432
2 C -2.98295 -3.09371 -2.16753
3 C -3.07404 -2.58190 -0.72555
4 C -3.98669 -3.49528 0.10121
5 C -3.70357 -1.18063 -0.74160
6 P -1.33816 -2.34683 -0.07660
7 C -1.62173 -2.06013 1.74452
8 N -0.49840 -1.27305 2.23901
9 B 0.21547 -0.29869 1.37566
10 N 1.34977 0.09415 2.21948
11 C 2.39284 1.02488 1.79496
12 P 2.46814 1.03020 -0.07282
13 C 2.89595 2.79036 -0.52449
14 C 4.28649 3.27087 -0.10843
15 C 1.83538 3.69563 0.11230
16 C 2.73207 2.89614 -2.04858
17 C 3.93386 -0.09558 -0.40327
18 C 4.33203 0.02293 -1.87884
19 C 3.40605 -1.51298 -0.13668
20 C 5.19036 0.11737 0.44838
21 C 1.26789 -0.50140 3.42253
22 C 2.08293 -0.39311 4.56171
23 C 1.74812 -1.15156 5.64862
24 C 0.60670 -2.01903 5.65200
25 C -0.21667 -2.13355 4.57079
26 C 0.10152 -1.37038 3.42951
27 C -0.36432 -3.94606 -0.10909
28 C -1.18091 -5.19983 0.20681
29 C 0.28156 -4.07879 -1.49415
30 C 0.76652 -3.83064 0.92428
31 H -3.98441 -3.10272 -2.60428
32 H -2.35524 -2.44411 -2.78673
33 H -2.59293 -4.11027 -2.22514
34 H -5.01379 -3.37456 -0.25393
35 H -3.73262 -4.54741 0.00330
36 H -3.98607 -3.23682 1.16240
37 H -4.60346 -1.19787 -1.36161
38 H -4.01206 -0.87316 0.25855
39 H -3.04291 -0.41358 -1.15553
40 H -2.55007 -1.49702 1.86286
41 H -1.72291 -2.98892 2.30664
42 H 2.16140 2.02687 2.15578
43 H 3.34227 0.73307 2.23794
44 H 4.49310 3.08246 0.94736
45 H 5.07258 2.80371 -0.70287
46 H 4.35674 4.34982 -0.26973
47 H 2.00389 3.86248 1.17764
48 H 1.86660 4.67423 -0.37354
49 H 0.83297 3.28704 -0.02807
50 H 3.40944 2.23799 -2.59352
51 H 1.70686 2.65912 -2.34745
52 H 2.94625 3.92123 -2.36023
53 H 3.46865 -0.00457 -2.54813
54 H 4.88052 0.94547 -2.07350
55 H 4.99187 -0.80792 -2.14043
56 H 2.53145 -1.74871 -0.75160
57 H 4.18607 -2.24211 -0.36733
58 H 3.12294 -1.65714 0.90982
59 H 5.67337 1.07119 0.24881
60 H 5.00924 0.04295 1.52076
61 H 5.90853 -0.66897 0.20082
62 H 2.93826 0.26862 4.57978
63 H 2.35413 -1.09950 6.54372
64 H 0.39837 -2.58886 6.54809
65 H -1.08577 -2.77691 4.58934
66 H -1.88555 -5.44469 -0.58692
67 H -0.49708 -6.04691 0.30696
68 H -1.73314 -5.11343 1.14501
69 H -0.44035 -4.03485 -2.30968
70 H 1.02562 -3.29212 -1.65110
71 H 0.80138 -5.03749 -1.55862
72 H 0.40047 -3.92176 1.94896
73 H 1.47159 -4.64977 0.76098
74 H 1.32139 -2.89402 0.83188
75 C 0.33633 -0.49275 -6.03565
76 N -0.21673 0.00168 -4.78507
77 C -1.39390 0.84332 -4.65513
78 C -1.51109 0.96763 -3.14384
79 O -2.38199 1.54955 -2.54216
80 N -0.45315 0.27997 -2.56262
81 C 0.24433 -0.27525 -3.56764
82 N 1.31307 -1.03839 -3.35537
83 H -0.33380 -0.21286 -6.84321
84 H 0.40932 -1.58146 -6.02648
85 H 1.31562 -0.05643 -6.23704
86 H -2.28532 0.37239 -5.07148
87 H -1.25997 1.82299 -5.11612
88 H 1.58909 -1.22300 -2.40620
89 H 1.80710 -1.48767 -4.10694
90 C -4.07186 4.06871 0.76679
91 N -4.07289 2.83948 1.56220
92 C -3.40807 3.10432 2.83676
93 N -2.04771 3.62334 2.69063
94 C -2.09218 4.82578 1.85206
95 N -2.73234 4.61075 0.55564
96 C -1.93804 3.76084 -0.31958
97 P -1.67883 2.07792 0.43069
98 C -3.45798 1.73312 0.84362
99 C -1.15798 2.61385 2.12711
100 H -4.66357 4.81450 1.29760
101 H -4.54105 3.87605 -0.19862
102 H -3.38109 2.18627 3.42789
103 H -3.99781 3.84449 3.37772
104 H -1.07616 5.19515 1.69758
105 H -2.65788 5.58844 2.38744
106 H -0.97290 4.23211 -0.50979
107 H -2.43717 3.63100 -1.27963
108 H -3.51162 0.82921 1.45664
109 H -4.00253 1.54381 -0.08321
110 H -0.13988 3.00860 2.08354
111 H -1.14275 1.73770 2.78464

The orbital gap (spin up / spin down) is 7.51 / 4.91 eV. Its charge is +2. As for the spin multiplicity: 5.

---

Record 3
This record from the Open Molecules 2025 dataset describes a structure of composition C15H50BrI2N17O9Si2. The level of theory is wB97M-V/def2-TZVPD.

CARTESIAN COORDINATES (ANGSTROEM)
1 C 3.25503 -3.79259 1.92107
2 C 4.05443 -2.57463 1.16738
3 C 2.93880 -1.64750 0.39384
4 C 2.73880 -0.19978 1.20656
5 N 2.01169 -0.42507 2.51367
6 Si 0.87312 0.90202 2.92887
7 Br 1.28450 2.90237 1.90383
8 O -0.83363 0.51862 2.66966
9 Si -1.05664 -0.29540 1.12912
10 C -2.84716 -0.24438 0.42479
11 I -2.62075 -0.09532 -1.78702
12 C -3.48727 -1.76695 0.67431
13 C -4.54562 -1.78166 1.95487
14 I -4.42953 -2.46642 -1.17988
15 H 2.36927 -4.21532 1.24988
16 H 2.76042 -3.38631 2.90359
17 H 3.99124 -4.68965 2.08903
18 H 4.80828 -2.97431 0.35625
19 H 4.67380 -1.90025 1.90242
20 H 3.36738 -1.47131 -0.70635
21 H 1.87981 -2.18383 0.26536
22 H 3.74835 0.38603 1.31869
23 H 2.05552 0.45122 0.47847
24 H 1.57655 -1.37537 2.57009
25 H 1.00632 1.14958 4.38749
26 H -0.14776 0.36350 0.16609
27 H -0.52141 -1.66971 1.30027
28 H -3.52758 0.61341 0.83850
29 H -2.58775 -2.46589 1.00865
30 H -5.60081 -1.34580 1.67524
31 H -4.12323 -1.22994 2.90753
32 H -4.67513 -2.91259 2.24683
33 C 6.42845 1.49333 0.56202
34 O 6.26160 0.31473 0.29065
35 N 5.76579 2.48413 -0.06135
36 N 7.29013 1.90675 1.50886
37 H 5.88967 3.46033 0.14818
38 H 5.10727 2.21610 -0.78112
39 H 7.80940 1.19256 2.00235
40 H 7.44124 2.87254 1.74645
41 C 1.30238 3.01057 -3.12113
42 O 2.49028 3.28920 -3.16412
43 N 0.72797 2.43794 -2.04803
44 N 0.46142 3.25127 -4.14326
45 H -0.24834 2.20109 -1.99391
46 H 1.32595 2.23979 -1.25638
47 H 0.85346 3.68160 -4.97052
48 H -0.51958 3.02900 -4.12659
49 C 7.22912 -4.83793 -0.18955
50 O 6.11936 -4.91007 0.31425
51 N 7.98267 -3.72511 -0.13298
52 N 7.79779 -5.86503 -0.84650
53 H 8.89863 -3.64656 -0.54171
54 H 7.59167 -2.92835 0.35265
55 H 7.26393 -6.72173 -0.91215
56 H 8.71038 -5.82474 -1.26794
57 C -8.38961 -3.71871 0.79243
58 O -8.12724 -3.07084 1.79343
59 N -7.63375 -3.67748 -0.31951
60 N -9.45828 -4.53192 0.71178
61 H -7.83364 -4.20360 -1.15345
62 H -6.81946 -3.07738 -0.30086
63 H -10.05373 -4.59204 1.52730
64 H -9.69076 -5.07329 -0.10365
65 C -9.43066 -0.05854 -0.98842
66 O -10.32061 -0.88458 -1.11574
67 N -8.15260 -0.39835 -0.74242
68 N -9.64851 1.26568 -1.08271
69 H -7.40602 0.26736 -0.63446
70 H -7.94545 -1.38551 -0.66400
71 H -10.59722 1.56424 -1.26726
72 H -8.92873 1.96108 -0.98086
73 C 2.50668 5.74539 5.19314
74 O 2.04384 4.87386 5.91202
75 N 2.41415 5.70701 3.85174
76 N 3.15080 6.82229 5.67821
77 H 2.78893 6.41508 3.24314
78 H 1.93664 4.91292 3.44557
79 H 3.24246 6.88995 6.68333
80 H 3.53871 7.55025 5.10232
81 C -3.76730 -4.59590 -4.61787
82 O -4.87706 -4.66803 -4.11407
83 N -3.01375 -3.48308 -4.56131
84 N -3.19863 -5.62299 -5.27482
85 H -2.09779 -3.40453 -4.97003
86 H -3.40475 -2.68631 -4.07567
87 H -3.73249 -6.47969 -5.34047
88 H -2.28604 -5.58271 -5.69626
89 C 1.63270 7.02228 -1.80878
90 O 0.52294 6.95015 -1.30498
91 N 2.38625 8.13510 -1.75221
92 N 2.20137 5.99519 -2.46573
93 H 3.30221 8.21366 -2.16094
94 H 1.99525 8.93187 -1.26658
95 H 1.66751 5.13849 -2.53138
96 H 3.11396 6.03547 -2.88717

The orbital gap is 7.54 eV. Its charge is 0.

---

Record 4
This record from the Open Molecules 2025 dataset describes a cluster of 9 separate species, C16H48NO19 in total. The level of theory is wB97M-V/def2-TZVPD.

CARTESIAN COORDINATES (ANGSTROEM)
1 N 0.00655 0.72840 -0.15238
2 O 0.73353 1.58809 -0.61222
3 O -1.01991 0.99698 0.43029
4 O 0.47538 -0.39000 -0.10848
5 C 6.64652 4.13536 -3.90287
6 C 5.35245 3.33895 -3.57059
7 O 4.93556 3.71861 -2.24285
8 O 7.81192 3.77626 -3.14981
9 H 6.54035 5.19598 -3.67503
10 H 6.68300 4.17833 -4.99141
11 H 5.60961 2.28037 -3.60787
12 H 4.54882 3.60061 -4.25894
13 H 4.13393 3.21583 -2.08095
14 H 8.38931 3.23944 -3.69757
15 C -3.54068 -2.01641 4.04273
16 C -4.18320 -0.62460 4.49366
17 O -5.33501 -0.74284 5.28607
18 O -2.99851 -2.68740 5.11348
19 H -2.81021 -1.82511 3.25666
20 H -4.27377 -2.70353 3.62020
21 H -4.50870 -0.11407 3.58728
22 H -3.45020 0.01563 4.98448
23 H -5.86022 -1.50682 5.03689
24 H -3.68332 -2.76886 5.78131
25 C 0.69118 -5.78785 2.73093
26 C -0.59636 -6.46085 2.21612
27 O -0.36099 -7.81882 2.43634
28 O 0.63568 -5.63511 4.16680
29 H 0.83840 -4.86951 2.16252
30 H 1.57764 -6.37555 2.49246
31 H -0.85217 -6.36966 1.16050
32 H -1.53101 -6.30526 2.75495
33 H -0.60943 -8.08131 3.32571
34 H -0.12793 -5.05954 4.25185
35 C -2.20815 3.39632 -4.57409
36 C -1.18894 2.66798 -5.35694
37 O -0.54908 3.53781 -6.25619
38 O -1.60072 4.37473 -3.78431
39 H -2.59134 2.69454 -3.83329
40 H -2.96186 3.86895 -5.20388
41 H -1.71438 1.85998 -5.86599
42 H -0.42484 2.16173 -4.76705
43 H -0.00607 3.04377 -6.87481
44 H -1.06787 3.93112 -3.12033
45 C 4.40086 -3.20260 -3.54157
46 C 4.92261 -3.84638 -4.83086
47 O 4.18252 -4.98903 -5.16322
48 O 3.06983 -2.67342 -3.61951
49 H 4.99914 -2.36438 -3.18442
50 H 4.34156 -3.88658 -2.69496
51 H 5.92254 -4.27788 -4.87600
52 H 4.77474 -3.08993 -5.60158
53 H 3.31008 -4.90295 -4.77202
54 H 2.76422 -2.31404 -2.78341
55 C -2.68490 -3.17783 -2.33725
56 C -3.55801 -1.88183 -2.46567
57 O -4.04725 -1.43833 -1.24481
58 O -3.46745 -4.31820 -2.17142
59 H -2.00018 -3.07856 -1.49498
60 H -2.04087 -3.24480 -3.21409
61 H -4.30893 -2.05565 -3.23640
62 H -2.89980 -1.08343 -2.80835
63 H -3.34301 -1.02748 -0.73803
64 H -4.21410 -4.10201 -1.60807
65 C -2.27994 5.72021 1.66967
66 C -2.89069 7.09451 1.47448
67 O -2.97549 7.84206 2.69888
68 O -3.16827 4.83597 2.15662
69 H -1.39206 5.74473 2.30147
70 H -1.89022 5.38695 0.70782
71 H -3.87645 6.97140 1.02590
72 H -2.34630 7.75835 0.80287
73 H -3.28925 8.74174 2.58168
74 H -2.68118 4.01573 2.04915
75 C 1.32763 -0.22940 6.31633
76 C 1.45797 0.61205 4.95782
77 O 1.69902 1.95612 5.29455
78 O -0.00934 0.09832 6.72930
79 H 2.09913 -0.07798 7.07130
80 H 1.26207 -1.28056 6.03551
81 H 0.57209 0.53403 4.32756
82 H 2.29535 0.26925 4.35006
83 H 0.90061 2.24035 5.74549
84 H -0.49324 -0.68118 6.44679

The orbital gap is 7.02 eV. Its charge is -1.

---

Record 5
This record from the Open Molecules 2025 dataset describes a structure of composition C8H17N4. The level of theory is wB97M-V/def2-TZVPD.

CARTESIAN COORDINATES (ANGSTROEM)
1 C 2.31677 -0.32621 -1.45601
2 C 2.49944 1.14927 1.06455
3 C 1.85451 1.78930 -0.15695
4 C -3.25575 0.99371 -1.17607
5 C -0.45414 -2.14760 1.15553
6 C -2.63628 -0.23327 -0.42577
7 C -1.20823 0.08701 0.10133
8 C -0.23472 -1.15438 0.01163
9 N 2.12549 -1.37907 -0.69927
10 N 1.68036 -0.07320 1.32610
11 N 1.46124 0.62558 -0.89773
12 N 1.20568 -0.53602 0.05249
13 H 2.92529 -0.20368 -2.33865
14 H 3.63663 1.10161 1.00310
15 H 2.20972 1.77419 1.98676
16 H 0.98102 2.32618 -0.00064
17 H 2.47727 2.34009 -0.90156
18 H -3.85743 1.61642 -0.50957
19 H -3.94421 0.56550 -1.84478
20 H -2.51059 1.51910 -1.74012
21 H -0.71629 -1.52715 2.08206
22 H -1.27052 -2.85146 0.95337
23 H 0.47214 -2.84342 1.23575
24 H -2.53078 -1.31842 -0.70367
25 H -3.22357 -0.28050 0.55768
26 H -1.14379 0.42787 1.10102
27 H -0.75337 0.92719 -0.53071
28 H -0.29143 -1.53319 -1.08277
29 H 2.18553 -0.83546 1.83290

The orbital gap is 10.86 eV. Its charge is +1.

---

Record 6
This record from the Open Molecules 2025 dataset describes a cluster of 2 separate species, C5H9N3O2 in total. The level of theory is wB97M-V/def2-TZVPD.

CARTESIAN COORDINATES (ANGSTROEM)
1 O 1.49292 0.50779 0.52953
2 C 0.89357 -0.12285 -0.37548
3 C 0.65009 -1.53485 -0.23173
4 C 0.32170 -2.20171 -1.39634
5 N -0.01836 -1.54592 -2.47159
6 C -0.12213 -0.17501 -2.66633
7 O -0.70551 0.26981 -3.69984
8 N 0.30736 0.41735 -1.48596
9 H 1.10005 -1.75874 0.67251
10 H 0.50691 -3.35368 -1.46834
11 H -0.10448 -2.26116 -3.30474
12 H 0.44735 1.37464 -1.79022
13 C -0.85873 1.26893 2.02714
14 N -0.12272 2.04547 3.03853
15 H -0.57412 0.14260 2.04546
16 H -1.85525 1.07543 2.31177
17 H -0.79249 1.54418 0.94029
18 H -0.63145 2.88352 3.38393
19 H 0.06528 1.42421 3.94144

The orbital gap is 9.14 eV. Its charge is 0. The SMILES is O=c1cc[nH]c(=O)[nH]1.CN.

---

Record 7
This record from the Open Molecules 2025 dataset describes a cluster of 2 separate species, C5H14N3 in total. The level of theory is wB97M-V/def2-TZVPD.

CARTESIAN COORDINATES (ANGSTROEM)
1 C -0.84212 1.25860 1.53359
2 C -0.88391 0.37438 0.58745
3 C -2.72004 -0.27631 -0.91478
4 C 1.83371 1.56644 -0.41433
5 C 1.77671 -0.83313 0.27690
6 N 0.77991 -1.95877 0.25603
7 N -1.55468 -0.48523 -0.02023
8 N 1.08051 0.29530 -0.31398
9 H -0.14339 1.96418 1.61198
10 H -1.68949 1.39555 2.06952
11 H -3.23988 0.61343 -0.80438
12 H -2.29884 -0.17397 -1.91433
13 H -3.52996 -1.01771 -0.85661
14 H 2.74172 1.28481 -0.84588
15 H 1.23497 2.14775 -1.07181
16 H 1.83588 1.94697 0.57854
17 H 2.70273 -1.20041 -0.22567
18 H 2.03531 -0.74489 1.33120
19 H 1.24411 -2.75185 0.62585
20 H 0.42087 -2.10162 -0.65072
21 H -1.46803 -1.35761 0.35602
22 H 0.68390 0.05407 -1.19435

The orbital gap is 10.41 eV. Its charge is +1.

---

Record 8
This record from the Open Molecules 2025 dataset describes a cluster of 2 separate species, C9H8N2O6P in total. The level of theory is wB97M-V/def2-TZVPD.

CARTESIAN COORDINATES (ANGSTROEM)
1 C 1.93873 -1.68371 0.24379
2 C 0.74546 -0.97404 -0.07999
3 C -0.58134 -0.01897 -0.30443
4 C -0.44900 1.47507 -0.30352
5 P 1.16978 2.45910 -0.05444
6 O 1.07628 3.81785 -0.87094
7 O 1.37763 2.92709 1.64439
8 O 2.62288 1.61620 -0.52148
9 C -1.87834 2.32009 -0.50336
10 O -1.96069 3.43292 -1.25027
11 C -3.17832 1.65870 0.31526
12 O -4.17464 2.45250 1.05477
13 C -3.74691 2.29722 2.48494
14 N -3.35668 2.06791 3.72199
15 C -3.30847 0.14657 0.32863
16 C -2.10693 -0.67835 -0.49179
17 O -2.37312 -1.75932 -1.22937
18 H 2.91311 -2.20415 0.63610
19 H 1.96500 2.26567 2.11816
20 H 3.37351 2.20480 -0.15502
21 H -4.17799 -0.37553 0.91421
22 N 2.82202 -4.68949 -1.53951
23 H 3.12026 -4.48358 -2.50020
24 H 3.64419 -4.91221 -0.96620
25 H 2.34259 -3.87079 -1.14704
26 H 2.18098 -5.49158 -1.54469

The orbital gap is 7.51 eV. Its charge is +1.